*w*
Here is one molecule with the formula C6H8O2 from the Open Molecules 2025 dataset. Energies are from ωB97M-V/def2-TZVPD.

Geometry (Å):
C -0.684 1.314 -0.066
C -1.548 0.449 -0.417
C 1.075 -0.274 -0.010
C 0.389 -0.471 1.315
C 2.576 -0.378 -0.347
C -2.575 -0.293 -0.671
O 0.599 0.993 0.469
O -3.424 -0.726 0.313
H -0.706 2.338 -0.115
H 0.541 -0.588 -0.898
H 1.164 -0.218 2.064
H 2.851 0.594 -0.752
H 2.823 -1.218 -1.014
H 3.200 -0.456 0.554
H -2.996 -0.740 -1.571
H -3.284 -0.326 1.146

Computed properties:
Orbital gap = 0.32646 Ha
HOMO energy = -8.03 eV

=====

*x*
Here is one molecule with the formula C6H8O2 from the Open Molecules 2025 dataset. Energies are from ωB97M-V/def2-TZVPD.

Geometry (Å):
C -0.105 -1.878 -0.191
C -0.709 -0.428 -0.075
C -1.549 0.157 -1.217
C -0.182 0.683 -0.880
C 1.490 0.423 0.441
C -0.080 0.236 0.955
H 0.976 -1.917 0.229
H -0.748 -2.757 0.470
H -0.096 -2.220 -1.297
H -1.706 -0.645 -2.027
H -2.579 0.615 -1.060
H -0.346 1.712 -0.406
H 2.272 -0.301 0.643
H 1.606 1.469 0.956
O 1.244 0.396 -0.969
O -0.315 0.714 2.007

Computed properties:
Orbital gap = 0.35979 Ha
HOMO energy = -9.05 eV

=====

*y*
Here is one molecule with the formula C6H8O2 from the Open Molecules 2025 dataset. Energies are from ωB97M-V/def2-TZVPD.

Geometry (Å):
O 1.870 0.349 0.469
C 0.912 0.270 -0.604
C 0.862 -1.221 -0.712
C -0.482 -1.578 -0.763
C -1.403 -0.568 -0.280
C -1.112 -0.338 1.109
C -0.413 0.648 0.119
O -0.658 2.009 0.478
H 2.751 -0.412 0.244
H 0.992 1.164 -1.440
H 1.757 -1.853 -0.870
H -0.614 -2.689 -0.864
H -2.471 -0.228 -0.709
H -0.174 -0.793 1.444
H -1.713 0.101 1.897
H -0.415 2.573 -0.501

Computed properties:
Orbital gap = 0.33688 Ha
SMILES = O[C@H]1C=C[C@H]2C[C@@]12O
HOMO energy = -8.48 eV

=====

*z*
Here is one molecule with the formula C6H8O2 from the Open Molecules 2025 dataset. Energies are from ωB97M-V/def2-TZVPD.

Geometry (Å):
C -2.763 0.031 -0.098
C -1.389 -0.040 0.229
C -0.299 -1.024 0.382
C 0.901 -0.438 -0.592
O 2.190 -0.854 -0.079
C 0.593 0.959 -0.300
C 1.618 1.701 0.360
O -0.709 1.139 -0.374
H -3.390 -0.726 0.226
H -2.938 1.112 -0.540
H 0.153 -1.202 1.489
H -0.662 -1.981 0.230
H 0.413 -0.626 -1.541
H 2.235 -1.916 -0.406
H 1.383 2.623 0.984
H 2.664 1.240 0.032

Computed properties:
Orbital gap = 0.32726 Ha
SMILES = C=C1C[C@H](O)C(=C)O1
HOMO energy = -8.41 eV

=====

Stability ranking, top and bottom: *z* is the most stable and *w* is the least stable.

=====

*w*
Here is a 2-piece molecular cluster, C6H8O2 overall from the Open Molecules 2025 dataset. Energies are from ωB97M-V/def2-TZVPD.

Geometry (Å):
C 1.283 -1.298 0.343
C 0.714 -0.168 -0.058
C 1.291 0.773 -1.063
C -0.060 0.816 1.350
O 0.024 2.006 1.290
H 0.962 -1.797 1.248
H 2.096 -1.731 -0.225
H 2.350 0.955 -0.863
H 0.858 1.772 -1.015
H 1.222 0.368 -2.071
H 0.199 0.272 2.276
C -2.257 -0.118 -0.680
C -1.628 -0.610 0.418
O -1.826 -1.588 1.118
H -2.036 0.875 -1.034
H -3.193 -0.527 -1.034

Computed properties:
Orbital gap (spin up / spin down) = 0.27630 / 0.27628 Ha
SMILES = C=C(C)C=O.C=C=O
HOMO energy (spin up / spin down) = -8.71 / -8.71 eV

=====

*x*
Here is C6H8O2 as an isolated structure from the Open Molecules 2025 dataset. Energies are from ωB97M-V/def2-TZVPD.

Geometry (Å):
C 2.312 -2.162 -0.700
C 1.435 -1.322 -0.683
C -1.125 1.031 1.244
C 0.307 0.667 1.498
C -0.140 0.952 0.038
C -0.262 -0.241 -0.843
O -1.198 -1.145 -0.515
O -0.363 0.061 -2.176
H 3.183 -2.546 -0.333
H -2.035 0.395 1.152
H -1.463 2.016 1.398
H 0.931 1.466 2.017
H 0.486 -0.332 1.989
H 0.041 1.898 -0.571
H -1.521 -1.799 -1.226
H -0.586 1.060 -2.290

Computed properties:
Orbital gap = 0.36480 Ha
HOMO energy = -9.39 eV

=====

Stability ranking, top and bottom: *w* is the most stable and *x* is the least stable.

=====

*w*
Here is a 2-piece molecular cluster, C2H3Cl2NSSi overall from the Open Molecules 2025 dataset. Energies are from ωB97M-V/def2-TZVPD.

Geometry (Å):
C 0.592 1.061 0.365
Si 2.294 0.668 -0.149
S 3.073 0.307 -1.929
Cl 3.406 0.683 1.517
H 0.415 1.780 1.133
H -0.102 1.182 -0.509
H 0.145 0.275 1.035
N -0.819 4.426 -1.773
C 0.245 4.039 -2.013
Cl 1.850 3.709 -2.321

Computed properties:
Orbital gap = 0.34109 Ha
SMILES = C[Si](=S)Cl.N#CCl
HOMO energy = -9.49 eV

=====

*x*
Here is a 2-piece molecular cluster, C2H3Cl2NSSi overall from the Open Molecules 2025 dataset. Energies are from ωB97M-V/def2-TZVPD.

Geometry (Å):
C -1.282 0.438 -0.392
Si -0.622 -1.261 0.010
S -0.075 -2.703 -1.271
Cl -0.403 -1.523 1.939
H -0.890 1.270 0.299
H -1.214 0.725 -1.487
H -2.509 0.539 -0.260
N 1.852 1.842 1.030
C 2.330 0.960 0.509
Cl 2.813 -0.288 -0.379

Computed properties:
Orbital gap = 0.32951 Ha
SMILES = C[Si](=S)Cl.N#CCl
HOMO energy = -9.19 eV

=====

Stability ranking, top and bottom: *w* is the most stable and *x* is the least stable.

=====

*w*
Here is an isolated ion of composition C7H13N2O and charge +1 from the Open Molecules 2025 dataset. Energies are from ωB97M-V/def2-TZVPD.

Geometry (Å):
C 2.467 0.306 -1.467
N 1.234 0.612 -0.596
C 1.596 1.006 0.768
C 0.253 -0.558 -0.616
O 0.216 -0.956 -1.911
C -1.027 -0.378 0.222
C -1.944 0.686 0.223
C -2.920 0.324 1.142
N -2.645 -0.857 1.606
C -1.475 -1.291 1.121
H 2.339 0.164 -2.553
H 3.247 1.145 -1.512
H 3.018 -0.567 -1.052
H 0.527 1.321 -1.108
H 2.144 0.200 1.438
H 2.313 1.853 0.789
H 0.632 1.423 1.235
H 0.846 -1.395 0.004
H -0.398 -1.765 -2.153
H -2.010 1.514 -0.409
H -3.910 0.829 1.238
H -3.363 -1.413 2.180
H -1.143 -2.205 1.409

Computed properties:
Charge = +1
Orbital gap = 0.34692 Ha
SMILES = C[NH+](C)[C@H](O)c1cc[nH]c1
HOMO energy = -12.11 eV

=====

*x*
Here is an isolated ion of composition C7H13N2O and charge +1 from the Open Molecules 2025 dataset. Energies are from ωB97M-V/def2-TZVPD.

Geometry (Å):
O -0.101 -2.092 -2.486
C 0.192 -1.319 -1.356
N 1.634 -1.410 -1.079
C 2.304 -0.443 -0.428
N 1.679 0.381 0.405
C 0.293 0.627 0.536
C -0.419 1.603 -0.046
C -1.828 1.571 0.387
C -1.649 0.949 1.800
C -0.578 -0.104 1.536
H 0.600 -2.046 -3.155
H -0.009 -0.383 -1.574
H -0.392 -1.729 -0.501
H 2.201 -1.985 -1.680
H 3.352 -0.711 -0.385
H 2.311 0.993 0.827
H -0.080 2.155 -0.841
H -2.334 0.745 -0.328
H -2.322 2.577 0.401
H -1.233 1.565 2.516
H -2.581 0.482 2.034
H 0.064 -0.421 2.376
H -1.100 -1.004 1.038

Computed properties:
Charge = +1
Orbital gap = 0.34588 Ha
SMILES = OC/[NH+]=C\NC1=CCCC1
HOMO energy = -13.29 eV

=====

Stability ranking, top and bottom: *w* is the most stable and *x* is the least stable.

=====

*w*
Here is one molecule with the formula C2H7N3OS from the Open Molecules 2025 dataset. Energies are from ωB97M-V/def2-TZVPD.

Geometry (Å):
C -0.259 1.779 -0.897
N -0.760 0.440 -0.622
C -0.058 -0.321 0.086
N 1.116 0.078 0.781
O 1.914 -0.947 1.268
N -0.438 -1.623 0.429
S -1.848 -2.267 -0.209
H -0.946 2.394 -1.557
H 0.694 1.887 -1.497
H -0.215 2.440 0.048
H 1.660 0.768 0.254
H 2.071 -1.451 0.444
H -0.223 -1.933 1.356
H -2.709 -1.245 0.116

Computed properties:
Orbital gap = 0.35506 Ha
SMILES = C/N=C(\NO)NS
HOMO energy = -9.03 eV

=====

*x*
Here is C2H7N3OS as an isolated structure from the Open Molecules 2025 dataset. Energies are from ωB97M-V/def2-TZVPD.

Geometry (Å):
C -1.304 0.991 -0.686
C 0.309 -0.413 0.355
H -0.357 1.790 -1.300
H -2.257 0.667 -1.378
H -1.762 1.582 0.500
H -1.013 -1.917 -1.037
H -0.524 -2.033 0.778
H 1.635 1.102 -0.439
H 3.165 -0.577 1.406
N -0.574 -0.134 -0.570
N 0.376 -1.474 1.055
N 1.343 0.733 0.437
O -1.677 -1.010 -0.582
S 2.640 0.693 1.462

Computed properties:
Orbital gap = 0.32942 Ha
HOMO energy = -8.92 eV

=====

Stability ranking, top and bottom: *w* is the most stable and *x* is the least stable.

=====

*w*
Here is C2H7N3OS as an isolated structure from the Open Molecules 2025 dataset. Energies are from ωB97M-V/def2-TZVPD.

Geometry (Å):
C -1.446 1.679 1.223
C -0.022 -0.350 0.850
H -0.825 1.632 2.364
H -1.236 2.595 0.408
H -2.691 1.699 1.568
H -2.298 -0.050 -0.605
H -0.700 0.105 -1.629
H 0.834 -1.704 0.412
H 2.449 0.290 -1.122
N -0.863 0.637 0.478
N -1.457 0.755 -0.732
N 0.558 -1.072 -0.302
O 0.310 -0.652 2.007
S 1.446 -0.598 -1.625

Computed properties:
Orbital gap = 0.35946 Ha
HOMO energy = -9.26 eV

=====

*x*
Here is one molecule with the formula C2H7N3OS from the Open Molecules 2025 dataset. Energies are from ωB97M-V/def2-TZVPD.

Geometry (Å):
N -0.496 2.282 -0.488
C -0.085 1.427 0.638
C 0.589 0.165 0.235
N 1.859 0.181 0.065
O 2.322 -1.103 -0.242
N -0.186 -0.961 0.110
S -1.878 -0.905 -0.139
H 0.310 2.413 -1.089
H -1.168 1.843 -1.078
H 0.660 1.933 1.311
H -0.976 1.275 1.287
H 3.294 -1.040 -0.225
H 0.307 -1.771 -0.153
H -2.210 -1.398 1.054

Computed properties:
Orbital gap = 0.34685 Ha
SMILES = NC/C(=N/O)NS
HOMO energy = -8.76 eV

=====

Stability ranking, top and bottom: *x* is the most stable and *w* is the least stable.